A molecular structure, C22H54MnO12, computed with ωB97M-V/def2-TZVPD.

The geometry in XYZ format:
```
89
Properties=species:S:1:pos:R:3:forces:R:3:lowdin_spin:R:1
C -16.1125 -19.9580 17.4669 0.7 -0.1 -0.7 0.004
H -18.3634 -20.1060 10.2084 0.0 -0.3 0.2 0.000
O -14.0489 -17.1769 19.3354 0.6 0.0 -0.2 0.031
H -18.6462 -17.1491 19.8719 0.0 -0.1 -0.1 0.000
H -14.4626 -15.8663 11.8054 0.0 -0.2 0.1 0.000
C -18.0867 -22.5371 10.8635 0.1 0.2 -0.2 0.000
H -17.8531 -20.5216 14.6088 0.1 0.1 0.1 0.000
H -17.9831 -12.8257 14.7163 0.0 0.1 -0.2 0.000
O -16.2547 -18.7574 18.1947 -0.5 -0.4 1.3 0.043
H -12.5477 -18.5762 19.6566 -0.1 -0.1 -0.2 0.000
H -13.3821 -14.7371 13.6150 0.1 -0.3 0.0 0.000
H -11.4331 -16.8422 7.5692 0.0 0.0 0.0 0.000
H -16.5628 -19.8588 16.4752 -0.3 -0.1 0.2 0.000
C -17.4071 -20.2634 10.7414 -0.5 0.6 -0.8 0.000
H -16.8991 -17.0418 14.0868 -0.1 -0.2 0.2 0.001
H -16.4963 -20.8034 18.0385 -0.2 0.0 -0.1 0.001
O -12.5706 -15.0721 11.7642 0.4 -0.2 -0.1 0.000
H -14.4361 -17.4096 14.0274 0.0 0.1 0.2 0.001
H -12.6120 -15.3230 17.6095 -0.2 -0.1 -0.1 0.000
H -16.2296 -14.5041 19.8496 0.2 -0.1 0.0 0.000
H -13.3477 -10.8006 14.2015 0.0 0.0 0.3 0.000
H -17.5602 -18.5481 12.0162 0.0 -0.1 0.0 0.000
C -13.5687 -18.3478 19.9679 -0.1 0.0 0.7 0.003
O -16.8751 -16.4181 16.1037 0.3 -0.8 0.2 0.082
H -14.7464 -12.9541 17.5115 0.2 0.0 0.0 0.001
O -14.6188 -14.9880 17.9796 0.1 0.6 0.5 0.043
O -12.3654 -16.5327 9.3338 0.1 0.0 0.0 0.000
H -14.7922 -10.3852 15.2186 0.1 0.1 0.0 0.000
H -14.2732 -14.0642 16.1534 0.2 0.2 0.1 0.000
H -16.4542 -15.6681 21.2008 0.1 0.0 -0.1 0.000
H -19.5979 -20.1376 14.5652 0.0 -0.1 0.0 0.000
C -16.2274 -16.7020 14.8996 0.4 1.2 -0.3 0.010
O -16.8375 -16.3513 19.2788 -0.4 -0.5 0.0 0.032
C -14.4292 -10.8644 14.3062 -0.2 -0.1 -0.5 0.000
H -13.5669 -18.2187 21.0627 0.0 0.1 -0.2 0.001
C -16.8334 -15.3194 20.2334 -0.4 0.4 0.2 0.004
H -12.0842 -15.9550 13.6191 0.1 -0.1 -0.2 0.000
C -17.5142 -19.6456 12.1064 0.2 0.3 0.2 0.000
O -14.2122 -17.5666 16.0824 -0.5 0.3 0.5 0.084
H -13.5242 -15.6008 20.5121 0.1 0.0 0.0 0.000
H -16.1127 -13.6005 13.6567 0.1 0.0 -0.1 0.000
H -18.8043 -9.2701 14.8950 -0.1 0.0 0.0 0.000
H -19.5750 -10.8717 15.0874 0.1 0.0 -0.1 0.000
Mn -15.4839 -16.8911 17.5193 0.2 0.0 -1.2 4.624
H -18.6993 -22.3310 11.7396 0.0 0.0 0.1 0.000
H -18.7354 -22.5130 9.9780 0.1 0.0 0.0 0.000
H -17.2321 -17.7961 20.6894 0.1 -0.1 -0.1 0.000
C -13.1975 -16.0634 19.5732 -0.4 0.2 0.0 0.002
H -18.3158 -10.3662 16.2128 0.1 0.1 -0.1 0.000
C -16.0646 -12.5180 13.7761 0.2 0.0 0.0 0.000
C -12.4180 -15.0218 13.1560 -0.8 0.7 0.8 0.000
H -16.7996 -12.0375 15.7247 0.1 0.1 -0.1 0.000
H -15.3062 -18.7107 14.7294 -0.3 0.2 0.4 0.001
C -13.5904 -16.1376 9.8957 -0.2 -0.1 -0.1 0.000
C -17.6086 -17.4671 19.7101 0.1 0.5 0.6 0.002
H -13.9083 -15.1616 9.5018 0.1 0.0 0.0 0.000
H -17.8518 -14.9356 20.3874 0.1 -0.1 0.0 0.001
C -17.1771 -12.0752 14.6884 -0.3 -0.3 0.6 0.000
H -16.6151 -19.8683 12.6984 -0.1 -0.1 0.0 0.000
H -14.2419 -19.1700 19.7503 0.0 0.0 -0.3 0.000
H -12.1554 -16.3773 19.6669 0.0 0.0 0.1 0.000
C -17.5781 -18.5663 18.6913 -0.2 -0.1 -0.8 0.004
H -13.1295 -17.0753 11.7377 0.0 0.1 0.2 0.000
H -17.6262 -23.5191 10.9410 0.0 0.0 0.0 0.000
H -13.1025 -17.4369 7.6090 0.0 0.0 0.1 0.000
H -18.4246 -18.8292 14.3432 0.1 -0.1 0.2 0.000
H -12.7907 -15.6924 7.4847 0.1 0.0 0.1 0.000
H -15.8102 -15.7416 14.4964 -0.1 -0.2 0.1 0.001
O -17.0202 -21.6051 10.7311 0.0 -0.5 0.1 0.000
C -14.8786 -13.9358 17.0524 -0.4 -0.2 -0.5 0.004
H -17.9436 -19.4878 19.1536 0.0 0.0 0.0 0.001
H -14.8544 -10.3380 13.4424 -0.1 0.0 0.1 0.000
C -13.2864 -15.0596 18.4301 0.4 0.1 0.2 0.005
C -15.0093 -17.6520 14.9519 0.3 -0.6 -1.0 0.010
H -14.3749 -16.8710 9.6404 0.0 0.1 0.0 0.000
C -18.6215 -19.8906 14.1506 -0.2 0.3 -0.3 0.000
H -15.9174 -14.0625 16.7439 0.0 0.0 0.1 0.001
H -16.6959 -19.7016 10.1265 0.3 -0.1 0.3 0.000
H -18.2100 -18.3215 17.8299 -0.1 0.1 0.1 0.000
H -12.9663 -14.0910 18.8385 0.0 0.0 -0.2 0.001
C -13.4690 -16.0917 11.3916 0.0 0.3 -0.2 0.000
O -14.7767 -12.2366 14.2846 0.3 -0.1 0.0 0.000
C -12.4346 -16.6272 7.9394 0.0 -0.1 -0.3 0.000
H -15.0435 -20.0914 17.2833 -0.1 0.0 0.1 0.000
H -11.7573 -14.2037 13.4442 0.3 -0.1 -0.4 0.000
C -18.6326 -10.3110 15.1611 -0.3 0.0 0.3 0.000
O -17.6576 -10.8155 14.2919 0.2 0.2 -0.1 0.000
H -16.1858 -12.0227 12.8052 -0.1 -0.1 -0.1 0.000
O -18.6804 -20.1170 12.7559 0.1 -0.2 0.1 0.000
```
Forces are in eV/Å.

## Properties
2S+1: 6
<S²>: 8.754
ΔE to the lowest compared entry with this formula, charge and spin (kcal/mol): 0.0
Electronic energy (Eh): -2924.29907
HOMO (spin up / spin down) (hartree): -0.2499 / -0.2631
Strongest force on any atom (eV Å⁻¹): 1.42
Total charge: 0
Frontier orbital gap (spin up / spin down) (eV): 7.090 / 7.445

A molecular structure, C29H63AlIN8O8, computed with ωB97M-V/def2-TZVPD.

The geometry in XYZ format:
```
110
Properties=species:S:1:pos:R:3:forces:R:3:mulliken_charge:R:1
H -2.3938 3.0171 -4.2077 0.0 0.0 0.0 0.283
C 3.9977 1.5859 1.6157 0.1 -0.3 -0.6 -0.412
H 6.3073 -2.1530 -0.2911 0.0 0.0 0.0 0.299
O -0.2087 3.4992 -2.6578 -0.1 0.3 -0.5 -0.602
H 7.3185 4.1307 -0.0979 0.0 0.0 0.0 0.365
H 7.6107 -1.4650 3.3171 0.0 0.0 0.0 0.286
H -3.0313 -0.5820 2.0169 0.1 -0.1 -0.1 0.308
C 6.7794 4.9829 3.0563 0.1 0.0 0.0 0.117
C 6.0862 -3.0333 -0.9185 0.0 0.0 0.0 0.124
H -0.4610 5.4555 -2.1759 0.0 0.0 0.0 0.283
C -6.6576 -4.0388 -1.5015 0.0 0.2 0.1 -0.585
H -2.7854 3.1585 2.7987 -0.2 0.0 0.1 0.356
C 5.1423 -2.7342 5.2912 0.0 0.0 0.0 -0.972
H 5.7737 -4.2475 -3.3198 0.0 0.0 0.0 0.289
O -7.8429 -2.1880 1.3364 0.0 0.0 0.0 -0.594
C 4.4811 0.8932 0.4327 0.0 0.4 0.1 0.120
H 5.7150 -2.5028 6.1870 0.0 0.0 0.0 0.404
H 4.9372 -3.8052 5.2567 0.0 0.0 0.0 0.295
H 1.5381 -3.0950 3.5290 0.0 0.0 0.0 0.253
H 4.4773 -0.2201 0.4984 0.1 0.0 0.1 -0.139
H 5.0891 -1.0223 -3.1350 0.0 0.0 0.0 0.375
H 3.6738 -1.3787 -2.1244 0.0 0.0 0.0 0.412
C 4.8918 -3.8111 -2.8473 0.0 0.0 0.0 -1.018
C -8.7732 -4.0910 -4.5461 0.0 0.0 0.0 0.326
H -10.3128 -2.4896 -6.7998 0.0 0.0 0.0 0.321
H 2.0074 2.9836 3.4418 0.1 -0.1 0.2 0.432
H -9.0288 -5.5281 -6.8295 0.0 0.0 0.0 0.292
O 4.2630 -3.0176 2.7236 0.1 -0.2 0.0 -0.596
H -0.2438 3.2367 2.0921 0.1 -0.1 -0.1 0.198
H 1.2329 1.5577 4.1835 0.2 0.1 0.1 0.463
C -2.5406 2.0979 2.6788 0.4 0.1 0.0 -1.162
C -2.0957 6.2222 -4.0082 0.0 -0.1 0.0 -0.911
C -1.9215 3.8369 -4.7501 0.0 0.0 0.1 -0.949
H -7.2117 -3.9849 -2.4369 0.1 -0.1 0.0 0.082
H 2.4546 -1.0397 3.1033 0.1 0.0 0.0 -0.237
O 4.8078 1.4197 -0.6221 0.1 -0.2 0.0 -0.621
H 4.2323 -3.4061 -3.6115 0.0 0.0 0.0 0.400
H -0.2502 -3.0445 3.5499 0.0 0.0 0.0 0.362
O -8.1058 -5.0743 -4.2906 -0.1 0.0 -0.1 -0.634
H -6.3229 -1.6065 -2.1105 0.0 0.0 0.0 0.367
H 4.4969 1.2036 2.5109 -0.2 0.0 0.1 0.442
H -3.9974 -0.9606 0.5569 0.1 -0.1 0.0 0.261
C -6.7497 -1.5692 -1.1109 -0.1 0.1 0.1 -0.855
C -3.7805 -0.2175 1.3186 -0.2 0.2 0.1 -1.065
H -11.5439 -3.0241 -5.6420 0.0 0.0 0.0 0.321
H 2.6140 -1.4283 1.4288 0.0 -0.1 0.0 0.254
H 6.2474 6.4377 0.3012 0.0 0.0 0.0 0.330
O -3.8256 1.3356 -0.4984 0.2 -0.1 0.4 -0.711
C 1.2688 2.1904 3.2881 -0.3 0.0 -0.6 -0.897
H -1.0417 3.4366 -5.2557 0.0 0.0 0.0 0.286
N -0.4499 -1.2656 1.6723 -0.1 0.0 0.0 -0.520
C 1.9620 -0.8994 2.1321 -0.3 0.3 0.0 0.310
C 5.3533 -2.5202 2.9070 -0.1 0.1 -0.1 0.728
N 5.9019 -2.3212 4.1266 0.0 0.0 0.0 0.090
H 4.1843 -2.2140 5.3291 0.0 0.0 0.0 0.247
C -3.3694 1.0489 0.6024 0.1 -0.1 -0.1 0.464
H -1.8253 6.6399 -4.9822 0.0 0.0 0.0 0.325
Al 1.9890 1.0718 1.7847 0.2 0.1 0.2 -0.202
H 0.6165 -3.7651 2.1894 0.0 0.0 0.0 0.262
H -0.8965 0.8209 3.1951 -0.1 -0.1 0.0 -0.014
H -8.6674 -3.1396 -3.9954 0.0 0.0 0.0 0.083
C -0.6830 4.5959 -2.8346 0.0 0.0 0.1 0.130
H 6.2736 3.2352 1.0155 0.0 0.0 0.0 0.075
H -1.7039 6.8775 -3.2315 0.0 0.0 0.0 0.292
N 6.9816 5.0862 1.7281 0.0 0.1 -0.1 0.181
N -9.7085 -4.0375 -5.5152 0.0 0.0 0.0 0.077
H -1.4448 1.8667 4.5003 0.0 -0.1 0.0 0.419
H -7.6693 -4.1546 0.8451 0.0 0.0 0.0 0.259
H -2.3998 2.7101 0.7101 0.5 -0.1 -0.1 0.221
N -2.4292 1.8421 1.2305 -1.2 0.4 -0.1 0.269
C 7.0297 6.3653 1.0600 0.0 -0.1 0.0 -0.936
H -3.3637 1.5266 3.1051 0.0 -0.1 0.0 0.424
H 8.0115 3.3112 1.3240 0.0 0.0 -0.1 0.273
C -10.4760 -2.8403 -5.7785 0.0 -0.1 0.0 -0.888
C 0.6490 -1.6324 2.1993 0.1 -0.1 0.0 0.610
C -7.5292 -3.0912 0.5830 0.0 0.0 0.0 0.117
O 6.7512 3.9391 3.6768 0.0 0.0 0.0 -0.573
I 0.9292 1.7238 -0.4948 0.2 -0.2 0.4 -0.299
H -10.1691 -2.0553 -5.0899 0.0 0.0 0.0 0.325
H 6.8813 7.1617 1.7881 0.0 0.0 0.0 0.298
C 7.1993 -1.7091 4.2949 -0.1 0.0 0.1 -0.982
H -0.3297 -0.3827 1.1704 0.0 0.0 0.0 -0.091
H -0.2261 3.6583 3.8029 -0.1 0.2 -0.2 0.355
N -6.9947 -2.9216 -0.6392 0.0 0.0 0.0 0.221
H -10.2520 -6.0597 -5.6790 0.0 0.0 0.0 0.293
H -5.5893 -4.0346 -1.7269 0.0 -0.1 0.0 0.309
C 7.1552 3.8712 0.9449 0.0 -0.1 0.2 -0.692
C -0.1181 2.8233 3.0961 0.0 0.0 0.6 -0.648
N 5.2689 -2.7430 -1.9437 0.0 0.1 0.0 0.176
O 6.5550 -4.1360 -0.6897 0.0 0.0 0.0 -0.663
H 7.8895 -2.3877 4.8030 0.0 0.0 0.0 0.359
H -7.6826 -1.0028 -1.1325 0.0 0.0 0.0 0.314
H 4.3761 -4.6071 -2.3085 0.0 0.0 0.0 0.306
H 5.9946 -2.1660 2.0823 0.0 0.0 0.0 -0.166
N -1.5461 4.9008 -3.8368 0.0 0.0 0.0 0.149
H -6.0614 -1.0398 -0.4538 0.0 0.0 0.0 0.125
H -3.1863 6.2093 -3.9314 0.0 0.0 0.0 0.326
C -1.2437 1.8321 3.4254 0.2 -0.1 -0.2 -0.062
H 6.6510 5.9653 3.5461 0.0 0.0 0.0 0.256
C 0.6408 -2.9628 2.9281 0.1 0.1 0.0 -1.339
H 5.1395 -0.7284 -1.3956 0.0 0.1 -0.1 0.048
H -4.7066 -0.0309 1.8685 0.0 0.0 0.0 0.347
H 7.1256 -0.7880 4.8776 0.0 0.0 0.0 0.362
H -2.6161 4.2336 -5.4885 0.0 0.0 0.0 0.371
H -10.7190 -5.0183 -7.0427 0.0 0.0 0.0 0.388
H -6.9090 -4.9742 -1.0053 0.0 0.0 0.0 0.280
H 7.9967 6.5148 0.5729 0.0 0.0 0.0 0.324
C 4.7643 -1.3980 -2.1625 0.0 -0.2 -0.1 -0.782
H 4.1249 2.6582 1.4648 -0.1 0.1 0.3 0.282
C -9.9408 -5.2286 -6.3125 0.0 0.0 0.0 -0.958
```
Forces are in eV/Å.

## Properties
2S+1: 1
ΔE to the lowest compared entry with this formula, charge and spin (kcal/mol): 0.0
Electronic energy (Eh): -2723.03879
HOMO (hartree): -0.1844
Strongest force on any atom (eV Å⁻¹): 1.23
Total charge: -1
Frontier orbital gap (eV): 6.748

C19H24FN5O2S in the gas phase, computed with ωB97M-V/def2-TZVPD.

The geometry in XYZ format:
```
52
Properties=species:S:1:pos:R:3:forces:R:3:nbo_charge:R:1
H -0.7004 -2.6946 1.4619 0.1 -0.1 0.0 0.184
H 0.2205 2.2334 -1.6371 0.2 0.0 0.0 0.463
O 3.3704 2.2033 -1.8773 0.3 -0.1 -0.1 -0.601
C 3.7513 5.8495 2.4770 -0.2 0.2 0.0 -0.594
H -5.6071 -6.4642 0.1839 -0.1 -0.1 0.0 0.230
H -2.5444 -0.4767 -1.0887 0.0 -0.1 0.1 0.255
N -0.6647 -1.3014 -0.8721 -0.2 0.0 0.1 -0.425
H 4.3363 6.8399 -0.0332 0.1 0.0 -0.1 0.204
C -2.7182 -2.6006 -0.6950 0.0 0.1 -0.1 -0.217
H 0.0618 -3.1793 -1.4624 0.1 0.0 0.1 0.197
H 0.9810 1.0202 -3.5791 0.0 0.0 0.0 0.241
C 0.0142 -2.5433 -0.5683 0.3 -0.4 0.1 -0.218
H 2.0441 7.0714 1.9819 0.0 -0.1 -0.1 0.230
H 4.2477 6.6191 3.0631 0.1 0.0 0.1 0.210
C -3.9721 -5.0808 0.0987 0.1 0.1 0.0 -0.248
H 1.9519 -0.5653 -1.1710 0.0 -0.1 0.0 0.236
C 2.2121 1.8937 -2.0580 -0.4 -0.3 -0.3 0.688
C -0.7225 -3.2952 0.5393 0.1 0.0 0.0 -0.216
S 2.9572 4.2711 -0.3202 -0.8 0.3 0.4 0.368
C 3.5804 7.4079 0.5055 -0.2 0.0 0.2 -0.594
C -4.6914 -6.1257 0.6419 0.0 -0.2 0.3 -0.253
C 1.7829 0.7119 -2.9065 0.1 -0.1 0.1 -0.491
C 2.8095 6.4914 1.4568 0.2 0.1 0.1 -0.276
H 1.0354 -2.3433 -0.2343 -0.1 -0.1 0.0 0.215
H -2.7011 -6.8429 3.2771 0.0 -0.1 0.1 0.228
N 0.8267 5.2765 0.6781 0.0 1.2 0.9 -0.265
H 1.3659 -1.3849 -2.6206 0.0 0.0 0.1 0.235
O -0.7935 0.7124 -1.8440 -0.2 0.2 -0.2 -0.667
C -2.3358 -5.2906 1.8444 0.0 0.2 -0.1 -0.268
C -2.7813 -4.6369 0.6890 -0.2 -0.3 0.1 0.175
C 2.1000 5.4367 0.6846 0.4 -0.4 -0.4 0.047
C -4.2205 -6.7502 1.7815 0.1 0.1 0.0 0.350
H -0.1870 -4.2294 0.7272 0.0 0.1 0.0 0.222
C -2.0608 -1.2427 -0.4791 -0.4 0.1 -0.1 -0.234
C 1.3006 -0.4603 -2.0421 0.0 0.3 -0.2 -0.496
C 1.3622 3.6442 -0.6708 1.0 0.6 0.4 0.205
N 0.4010 4.2715 -0.0805 -0.7 -1.3 -0.9 -0.304
H 2.6476 0.3990 -3.4920 -0.1 0.1 0.1 0.240
H -1.4357 -4.9702 2.3430 0.1 0.1 0.0 0.214
C -3.0465 -6.3439 2.3856 -0.3 -0.2 -0.1 -0.242
H -2.1437 -0.9463 0.5723 -0.1 0.0 -0.1 0.201
N -2.0684 -3.6040 0.1224 0.3 0.3 -0.1 -0.433
H 4.0724 8.1993 1.0657 0.1 0.1 0.0 0.210
C -0.1375 -0.2866 -1.5820 0.3 -0.3 0.1 0.704
H 3.1969 5.2019 3.1523 0.0 -0.1 0.1 0.216
H -3.7729 -2.5261 -0.4177 0.1 0.0 0.0 0.218
H -2.6584 -2.8661 -1.7607 -0.1 0.1 0.0 0.186
F -4.9211 -7.7787 2.3141 0.0 0.1 0.0 -0.329
N 1.1746 2.5776 -1.5006 -0.3 -0.2 -0.2 -0.640
H 2.9053 7.8612 -0.2166 0.0 0.0 -0.1 0.217
H 4.5082 5.2561 1.9680 0.1 -0.1 0.0 0.204
H -4.3334 -4.6190 -0.8057 0.0 0.1 -0.1 0.215
```
Forces are in eV/Å.

## Properties
2S+1: 1
ΔE to the lowest compared entry with this formula, charge and spin (kcal/mol): 18.9
Electronic energy (Eh): -1660.75873
HOMO (hartree): -0.2940
SMILES string: CC(C)c1nnc(NC(=O)CCC(=O)N2CCN(c3ccc(F)cc3)CC2)s1
Strongest force on any atom (eV Å⁻¹): 1.73
Total charge: 0
Frontier orbital gap (eV): 8.267

A molecular structure, C2H5O4Tl, computed with ωB97M-V/def2-TZVPD.

The geometry in XYZ format:
```
12
Properties=species:S:1:pos:R:3:forces:R:3:mulliken_charge:R:1
O 0.6157 0.4067 2.2476 1.7 4.2 0.1 -0.605
H -1.0167 -2.3848 -0.9955 0.4 0.0 -0.2 0.286
H 1.2223 0.9213 2.8148 -0.6 -0.3 0.7 0.242
C -1.1850 -1.4596 -0.4443 -0.3 -1.5 0.2 -1.046
Tl 1.4276 1.4721 0.3357 -1.2 0.2 0.3 1.128
C 0.1099 -0.6771 -0.3021 -1.3 -2.0 2.4 0.946
O 0.2650 0.3535 -1.0332 0.0 -0.3 -0.8 -0.662
H -2.1040 -1.0784 -0.8895 0.5 0.9 -0.1 0.337
O 1.0948 2.7915 -1.5223 0.6 -0.6 2.5 -0.658
H -1.4383 -1.8468 0.5427 0.0 0.2 0.1 0.328
H 0.1742 2.4736 -1.4445 0.2 0.2 -0.6 0.320
O 0.8343 -0.9720 0.6906 -0.1 -1.1 -4.7 -0.616
```
Forces are in eV/Å.

## Properties
2S+1: 1
ΔE to the lowest compared entry with this formula, charge and spin (kcal/mol): 0.0
Electronic energy (Eh): -552.46914
HOMO (hartree): -0.3592
Strongest force on any atom (eV Å⁻¹): 4.86
Total charge: 0
Frontier orbital gap (eV): 6.442